# 1
The following is a quantum chemistry calculation of a molecular structure, C4H8N2S, from the Open Molecules 2025 dataset.

Calculated values
ΔE to the lowest compared entry with this formula, charge and spin (kcal/mol): 77.1
2S+1: 3
Orbital gap (spin up / spin down) (eV): 8.244 / 6.232
HOMO level (spin up / spin down) (eV): -7.281 / -8.392

Atoms and positions in Å:
C 1.1744 0.5819 0.4164
C 0.9345 1.2740 -0.8633
C 1.5885 -1.6535 -0.3011
C -2.5271 -0.1097 0.7024
N 1.6427 -0.7679 0.5382
N -0.1486 0.9050 -0.0589
S -1.5315 -0.7918 -0.5915
H 1.5080 1.2260 1.2480
H 1.0928 2.3242 -0.8486
H 1.1194 0.9457 -1.7776
H 1.0001 -1.4055 -1.2163
H 2.2125 -2.5788 -0.2080
H -2.3282 0.9819 0.5882
H -2.2010 -0.4717 1.6751
H -3.5365 -0.4597 0.6971

Forces on the atoms, in the same order (eV/Å):
0.266 -0.168 0.473
0.219 1.779 2.864
-0.335 -0.986 -2.691
0.653 0.528 0.008
1.434 1.907 2.876
-1.128 0.698 1.064
-0.848 -1.226 -0.423
-0.144 -0.622 -0.311
0.292 1.128 0.066
0.721 -2.362 -3.898
0.516 -0.988 -0.074
-0.988 0.603 -0.001
-0.575 -0.731 0.549
0.740 0.238 0.152
-0.823 0.201 -0.655


# 2
The following is a quantum chemistry calculation of C4H8N2S2 in the gas phase, from the Open Molecules 2025 dataset.

Calculated values
SMILES string: CC(=S)/N=C\N(C)S
ΔE to the lowest compared entry with this formula, charge and spin (kcal/mol): 86.9
2S+1: 1
Orbital gap (eV): 8.620
HOMO level (eV): -8.356

Atoms and positions in Å:
C -2.2804 1.5371 -1.1693
C -0.1935 0.2225 -1.4871
C 1.2351 -0.6039 0.1397
C 1.4858 -2.1224 0.0988
H -1.7495 1.9016 -2.1285
H -3.2551 1.0552 -1.4722
H -2.0060 2.2138 -0.1760
H -0.2365 0.4941 1.1535
H -0.0612 0.5896 -2.5741
H 0.5544 -2.6432 0.4507
H 2.2511 -2.2959 0.8735
H 1.8377 -2.4087 -1.0340
N -1.3885 0.4854 -0.8193
N 0.8863 -0.3330 -0.9985
S -1.4990 -0.1134 0.7714
S 1.7927 0.4776 1.2373

Forces on the atoms, in the same order (eV/Å):
2.113 1.204 -0.399
1.517 0.831 -0.858
3.813 -3.904 3.996
0.874 -0.699 0.117
-1.445 0.409 1.398
0.493 1.418 1.033
-2.243 -0.641 -2.988
-1.618 -0.445 0.270
-0.803 -0.583 1.805
0.783 0.350 -0.706
-0.074 -0.523 -0.585
-0.989 0.450 3.204
2.699 -2.833 -0.221
-6.163 4.044 -7.787
0.729 0.447 0.555
0.313 0.476 1.165


> The lowest ΔE to the lowest compared entry with this formula, charge and spin belongs to which entry?

C4H8N2S